This record from the OMol25 dataset describes C29H63ClInNO27PS as an isolated structure. The level of theory is wB97M-V/def2-TZVPD.

Each line ends with the Löwdin charge.
CARTESIAN COORDINATES (ANGSTROEM)
C  -2.42885  3.19194  0.27580  -0.04
C  -2.81747  1.71824  0.49019  -0.39
O  -3.66875  1.64723  1.65486  -0.07
C  -1.60896  0.84388  0.75153  -0.23
N  -0.91587  0.43037  -0.46752  -0.04
C  0.34274  -0.29966  -0.16864  -0.20
C  0.44195  -1.68836  -0.82022  -0.36
O  0.47892  -2.76801  0.07232  -0.40
In  -1.17529  -3.09009  1.29840  0.51
C  -3.12830  -3.20919  0.24057  -0.29
C  -3.11330  -2.70810  -1.19986  -0.34
C  -4.51202  -2.54068  -1.81992  -0.22
S  -4.45680  -1.38296  -3.18680  0.57
O  -4.59967  -0.05617  -2.65577  -0.30
O  -5.33526  -1.77476  -4.24011  -0.29
O  -2.97506  -1.49160  -3.75058  -0.16
P  -0.85144  -5.41319  2.38356  0.32
O  0.36386  -5.22653  3.50676  -0.49
Cl  -2.64609  -5.67980  3.48750  0.00
H  -2.38767  3.45158  -0.78254  0.07
H  -3.16428  3.82939  0.75759  0.07
H  -1.44643  3.38178  0.70791  0.07
H  -3.36739  1.36053  -0.37714  0.13
H  -3.08221  1.50596  2.40875  0.09
H  -0.92958  1.37461  1.43717  0.12
H  -1.93359  -0.05115  1.27664  0.07
H  -0.71655  1.25269  -1.02191  0.10
H  0.48641  -0.37937  0.90729  0.10
H  1.16973  0.30845  -0.54695  0.11
H  -0.33672  -1.79053  -1.58961  0.09
H  1.39590  -1.70140  -1.36860  0.09
H  -1.22771  -1.90460  2.62641  -0.08
H  -3.83687  -2.59464  0.79984  0.03
H  -3.50401  -4.23328  0.28674  0.03
H  -2.65435  -1.71715  -1.19455  0.06
H  -2.52515  -3.34946  -1.85253  0.11
H  -5.24475  -2.15324  -1.11880  0.09
H  -4.85782  -3.46795  -2.27287  0.10
H  -2.41949  -0.91264  -3.20243  0.08
H  0.16020  -4.51201  4.12583  0.02
C  2.03458  -11.23041  -1.94482  -0.05
O  0.92960  -10.74309  -1.18535  0.00
C  1.25872  -9.83247  -0.26294  -0.61
O  2.37820  -9.42623  -0.05627  0.10
O  0.16151  -9.44821  0.36381  0.02
C  0.37650  -8.47174  1.40487  -0.06
H  1.62691  -11.95268  -2.64651  0.09
H  2.51240  -10.42068  -2.49317  0.10
H  2.76069  -11.72074  -1.29865  0.09
H  0.81838  -7.56694  1.00097  0.07
H  1.00989  -8.89359  2.18497  0.10
H  -0.59130  -8.23246  1.82217  0.05
C  -6.45990  1.02116  0.95082  -0.03
O  -7.83602  0.61467  1.06298  0.01
C  -8.17851  -0.37171  0.24422  -0.62
O  -7.45922  -0.93260  -0.54127  0.12
O  -9.47456  -0.65102  0.43959  0.00
C  -9.96766  -1.70684  -0.38371  -0.05
H  -6.30518  1.81608  1.67055  0.09
H  -5.79374  0.19716  1.18646  0.09
H  -6.25387  1.39471  -0.05055  0.10
H  -9.43376  -2.63381  -0.18281  0.10
H  -9.87772  -1.44855  -1.43731  0.10
H  -11.01654  -1.82891  -0.12725  0.09
C  4.03267  -8.04053  1.89231  -0.03
O  4.43838  -6.73008  2.32330  0.02
C  5.57088  -6.70151  3.00536  -0.63
O  6.26860  -7.64623  3.28141  0.11
O  5.82454  -5.43321  3.34832  0.00
C  7.02518  -5.26028  4.09565  -0.05
H  3.10892  -7.91019  1.36061  0.05
H  4.77474  -8.47527  1.22734  0.10
H  3.87296  -8.68523  2.75566  0.10
H  7.89067  -5.58055  3.51770  0.09
H  6.97937  -5.81121  5.03350  0.09
H  7.10255  -4.19674  4.30420  0.09
C  5.29161  -3.48521  -0.53381  -0.02
O  5.73196  -3.26077  -1.87984  0.01
C  5.40079  -2.07415  -2.37764  -0.62
O  4.80067  -1.20135  -1.80801  0.12
O  5.85743  -2.00889  -3.63489  0.00
C  5.56369  -0.77809  -4.29380  -0.05
H  5.62525  -4.47829  -0.24846  0.09
H  5.73509  -2.75890  0.14439  0.10
H  4.20607  -3.44463  -0.47000  0.10
H  6.02381  0.05862  -3.77096  0.09
H  4.48832  -0.62564  -4.36367  0.10
H  5.98484  -0.85883  -5.29207  0.09
C  0.85383  5.14409  3.75529  -0.04
O  1.33499  4.36238  4.85177  0.00
C  0.77945  3.15066  4.93074  -0.62
O  -0.05025  2.70964  4.18088  0.12
O  1.30341  2.51288  5.97624  0.00
C  0.79083  1.18767  6.16237  -0.03
H  1.37604  6.09579  3.79877  0.09
H  1.07413  4.65527  2.80834  0.10
H  -0.21648  5.31795  3.84473  0.10
H  1.00862  0.56540  5.29707  0.10
H  -0.28205  1.21309  6.34056  0.10
H  1.29609  0.78705  7.03609  0.09
C  -1.25741  8.91767  -0.91792  -0.03
O  -0.44990  8.04333  -0.12089  0.01
C  0.81702  8.42807  -0.00311  -0.62
O  1.30263  9.41327  -0.49698  0.12
O  1.45723  7.53369  0.75213  0.00
C  2.84038  7.82133  0.96267  -0.04
H  -2.25259  8.48386  -0.92822  0.09
H  -1.29590  9.91116  -0.47616  0.10
H  -0.87349  8.97845  -1.93435  0.09
H  2.96210  8.77268  1.47718  0.10
H  3.37903  7.83579  0.01714  0.10
H  3.22613  7.01957  1.58572  0.09
C  0.18908  12.58037  -6.36479  -0.04
O  1.29500  11.68279  -6.25886  0.00
C  1.26019  10.89904  -5.17825  -0.62
O  0.40066  10.90226  -4.33585  0.12
O  2.33550  10.11472  -5.20020  0.01
C  2.43184  9.22002  -4.08709  -0.03
H  0.34492  13.14850  -7.27716  0.09
H  -0.74745  12.03046  -6.43381  0.10
H  0.16075  13.25807  -5.51376  0.10
H  1.57563  8.54882  -4.06205  0.10
H  2.50110  9.76965  -3.15034  0.09
H  3.33850  8.64046  -4.23364  0.09

Values from the calculation:
Net charge: -1
Multiplicity: 1



This record from the OMol25 dataset describes one molecule with the formula C3H4ClF. The level of theory is wB97M-V/def2-TZVPD.

Each line ends with the Löwdin charge.
CARTESIAN COORDINATES (ANGSTROEM)
C  -0.12461  1.16526  -0.04818  -0.05
C  0.60369  -0.20459  0.03057  -0.70
Cl  2.30235  -0.61687  -0.12448  0.63
C  -0.23775  -1.20264  0.05174  -0.22
F  -1.54914  -0.98878  -0.22274  -0.03
H  0.13153  1.68506  0.86398  0.07
H  0.23575  1.59027  -1.01025  0.09
H  -1.16718  0.78924  0.01817  0.08
H  -0.19464  -2.21695  0.44120  0.12

Values from the calculation:
Energy relative to the best compared isomer or geometry (same formula, charge and spin) (eV): 0.9522
SMILES: C/C(Cl)=C\F
Net charge: 0
Multiplicity: 1



This record from the OMol25 dataset describes one molecule with the formula C5H8O. The level of theory is wB97M-V/def2-TZVPD.

Each line ends with the Löwdin charge.
CARTESIAN COORDINATES (ANGSTROEM)
C  -0.05276  -1.68777  -1.75609  0.01
C  -0.00134  -1.60336  -0.44990  -0.10
C  0.49027  -0.85420  0.50428  -0.08
C  -0.26689  0.37334  0.94626  -0.45
C  0.38534  1.69137  0.51542  -0.04
O  -1.58084  0.40476  0.43300  -0.04
H  0.66952  -0.97530  -2.12673  0.07
H  -0.62104  -2.29891  -2.43276  0.05
H  1.53880  -0.97163  0.77278  0.12
H  -0.26965  0.32680  2.04368  0.13
H  0.32978  1.83943  -0.57018  0.09
H  -0.17020  2.50661  0.98877  0.08
H  1.43051  1.75344  0.83243  0.08
H  -1.88150  -0.50457  0.29903  0.08

Values from the calculation:
Energy relative to the best compared isomer or geometry (same formula, charge and spin) (eV): 2.8696
SMILES: C=C=C[C@@H](C)O
Net charge: 0
Multiplicity: 1



This record from the OMol25 dataset describes a 6-piece molecular cluster, C2H16O6 overall. The level of theory is wB97M-V/def2-TZVPD.

Each line ends with the Löwdin charge.
CARTESIAN COORDINATES (ANGSTROEM)
C  0.88559  -0.60330  1.38447  -0.08
C  0.81670  -1.19837  -0.02831  -0.28
O  0.04809  -0.26795  -0.79128  -0.13
H  -0.11937  -0.49104  1.78901  0.08
H  1.37439  0.36748  1.45251  0.08
H  1.50505  -1.28303  1.97220  0.08
H  0.22898  -2.12035  -0.01145  0.11
H  1.83208  -1.38108  -0.38084  0.12
H  0.11431  -0.40698  -1.74429  0.06
O  -0.53768  2.08107  0.91700  -0.06
H  -0.33924  1.16716  0.64430  -0.01
H  -1.50151  2.13387  0.90972  0.05
O  -0.92371  2.23543  4.04434  -0.07
H  -0.87953  2.12297  3.08460  -0.01
H  -0.04721  2.54577  4.29074  0.03
O  -2.90936  -0.76945  -0.53902  -0.06
H  -3.20475  -1.64106  -0.25506  0.04
H  -1.94672  -0.78250  -0.42895  -0.01
O  -0.25735  -1.95693  -3.27393  -0.04
H  -1.22013  -1.89028  -3.23131  0.05
H  -0.07732  -2.90303  -3.25015  0.05
O  2.73086  1.59264  -2.01920  -0.05
H  2.45312  2.43764  -2.38804  0.04
H  1.97471  1.01131  -2.14704  0.01

Values from the calculation:
Energy relative to the best compared isomer or geometry (same formula, charge and spin) (eV): 0.7519
SMILES: CCO.O.O.O.O.O
Net charge: 0
Multiplicity: 1



Record order is preserved below.
E_HOMO: -4.447, -9.406, -9.340, -10.960 eV
Record order is preserved below.
Max |F|: 1.3, 2.6, 1.0, 1.2 eV/Å
Record order is preserved below.
Frontier orbital gap: 0.2264, 0.3819, 0.3653, 0.4087 Ha